1.
Molecular formula: C44H33Cl3GeN4O3PSeSiZn
Method: DFT, the ωB97M-V functional and the def2-TZVPD basis

```
! wB97M-V def2-TZVPD RIJCOSX def2/J DEFGRID3
* xyz 0 2
Zn -0.032 -0.043 -0.468
Se -3.370 6.868 0.431
N -2.780 5.655 1.586
C -2.361 4.662 0.865
C -1.809 3.431 1.439
C -1.724 3.206 2.815
C -1.232 2.012 3.271
C -0.805 1.063 2.348
N -0.859 1.280 1.037
C -1.373 2.439 0.581
C -1.479 2.587 -0.894
N -1.039 1.556 -1.641
C -1.161 1.621 -2.960
C -1.723 2.717 -3.608
C -2.150 3.780 -2.853
C -2.032 3.722 -1.464
C -2.480 4.804 -0.578
N -3.000 5.908 -1.016
H -2.063 3.980 3.495
H -1.165 1.795 4.329
H -0.427 0.096 2.656
H -0.783 0.774 -3.525
H -1.803 2.718 -4.689
H -2.580 4.666 -3.307
O -1.958 -2.467 1.825
C -1.150 -2.316 0.920
O -0.127 -1.499 0.922
C -1.282 -3.089 -0.398
P -1.145 -1.902 -1.797
C -2.872 -1.469 -2.192
C -3.814 -1.423 -1.159
C -5.109 -0.978 -1.412
C -5.474 -0.567 -2.688
C -4.533 -0.583 -3.714
C -3.238 -1.024 -3.466
C -0.525 -2.923 -3.173
C -1.323 -3.597 -4.101
C -0.730 -4.370 -5.096
C 0.654 -4.486 -5.166
C 1.453 -3.843 -4.226
C 0.863 -3.065 -3.237
H -2.186 -3.683 -0.438
H -0.409 -3.737 -0.468
H -3.542 -1.734 -0.151
H -5.833 -0.950 -0.604
H -6.489 -0.235 -2.885
H -4.808 -0.246 -4.709
H -2.511 -1.030 -4.274
H -2.405 -3.524 -4.045
H -1.356 -4.887 -5.819
H 1.110 -5.083 -5.951
H 2.533 -3.942 -4.266
H 1.480 -2.559 -2.497
Cl 2.475 1.250 2.831
Ge 2.575 -0.556 1.573
Cl 4.696 -0.772 1.200
Cl 2.235 -2.146 3.037
O 1.806 0.281 -0.969
Si 2.692 1.248 -1.950
C 4.337 0.495 -2.381
C 4.388 -0.849 -2.776
C 5.585 -1.460 -3.120
C 6.769 -0.729 -3.087
C 6.745 0.605 -2.694
C 5.540 1.208 -2.340
C 1.806 1.477 -3.605
C 1.385 2.730 -4.082
C 0.784 2.864 -5.335
C 0.573 1.745 -6.134
C 0.974 0.489 -5.681
C 1.591 0.367 -4.440
C 2.843 2.956 -1.184
C 2.145 3.224 0.001
C 2.195 4.476 0.613
C 2.950 5.494 0.043
C 3.642 5.260 -1.145
C 3.584 4.009 -1.751
H 3.473 -1.441 -2.788
H 5.601 -2.508 -3.401
H 7.705 -1.200 -3.360
H 7.667 1.176 -2.653
H 5.553 2.237 -1.996
H 1.521 3.617 -3.466
H 0.486 3.847 -5.689
H 0.104 1.849 -7.108
H 0.822 -0.391 -6.302
H 1.903 -0.622 -4.113
H 1.559 2.434 0.460
H 1.656 4.648 1.542
H 3.000 6.467 0.518
H 4.226 6.056 -1.597
H 4.105 3.860 -2.695
*
```

Properties
E_HOMO (alpha / beta)	-8.07 / -8.84	eV
LUMO (alpha / beta)	-1.093 / -1.659	eV
relative energy (zero: lowest compared OMol25 entry of this formula, charge and spin)	35.0	kJ/mol

---

2.
Molecular formula: C6H8N2O2S
Method: DFT, the ωB97M-V functional and the def2-TZVPD basis

```
! wB97M-V def2-TZVPD RIJCOSX def2/J DEFGRID3
* xyz 0 1
C -1.630 -0.394 0.211
C -0.838 -1.102 1.023
C -1.209 0.610 -0.757
C 0.630 -0.835 1.270
C 0.113 0.358 -1.432
C 1.299 0.202 0.393
N -1.899 1.640 -0.832
N 2.418 -0.327 -0.406
O 3.093 0.555 -0.990
O 2.511 -1.568 -0.549
S 1.643 1.788 0.932
H -2.607 -0.697 0.127
H -1.144 -1.927 1.574
H 0.827 -0.624 2.405
H 1.143 -1.927 1.045
H 0.317 -0.453 -2.107
H 0.531 1.215 -1.760
H -1.630 2.495 -1.261
H 2.529 1.990 -0.217
*
```

Properties
E_HOMO	-8.87	eV
LUMO	-1.021	eV
relative energy (zero: lowest compared OMol25 entry of this formula, charge and spin)	723.5	kJ/mol

---

3.
Molecular formula: C7H12O
Method: DFT, the ωB97M-V functional and the def2-TZVPD basis

```
! wB97M-V def2-TZVPD RIJCOSX def2/J DEFGRID3
* xyz 0 1
C 1.796 -1.717 0.014
C 1.631 -0.489 0.495
C 0.178 -0.193 0.557
C -0.463 0.103 1.873
C 0.040 0.982 2.704
C -0.584 -0.163 -0.537
C -2.028 0.083 -0.696
H 0.907 -2.345 -0.207
H 2.807 -2.106 0.119
H 2.490 0.179 0.562
H -1.607 -0.243 1.857
H -0.332 1.212 3.681
H 0.929 1.422 2.330
H -0.176 -0.436 -1.525
H -2.683 -0.201 0.335
H -2.399 1.091 -0.996
H -2.467 -0.665 -1.446
O 1.033 1.311 -3.079
H 0.300 1.296 -3.699
H 0.626 0.878 -2.343
*
```

Properties
E_HOMO	-8.89	eV
LUMO	0.899	eV
relative energy (zero: lowest compared OMol25 entry of this formula, charge and spin)	309.6	kJ/mol

---

4.
Molecular formula: C40H78CsN6O16P2
Method: DFT, the ωB97M-V functional and the def2-TZVPD basis

```
! wB97M-V def2-TZVPD RIJCOSX def2/J DEFGRID3
* xyz 1 1
Cs -0.808 0.672 1.908
O 1.473 -1.379 2.341
P 2.581 -2.176 3.074
N 3.122 -1.438 4.504
C 2.079 -0.714 5.275
C 4.291 -1.759 5.337
N 3.978 -2.361 2.192
C 4.789 -1.162 1.914
C 4.028 -3.495 1.297
N 2.034 -3.707 3.349
C 2.892 -4.734 3.921
C 0.643 -3.828 3.817
H 2.569 0.110 5.823
H 1.674 -1.365 6.062
H 1.269 -0.338 4.692
H 4.766 -0.869 5.664
H 5.074 -2.266 4.798
H 4.054 -2.309 6.263
H 4.289 -0.585 1.142
H 4.844 -0.511 2.858
H 5.747 -1.469 1.467
H 3.169 -4.082 1.374
H 4.076 -3.178 0.220
H 4.964 -4.097 1.566
H 3.901 -4.731 3.453
H 2.972 -4.803 5.058
H 2.472 -5.706 3.589
H 0.621 -4.107 4.849
H 0.057 -4.542 3.229
H 0.105 -2.870 3.646
O 1.219 0.217 -4.450
P 2.651 0.002 -4.219
N 3.243 -1.360 -4.890
C 4.577 -1.512 -5.512
C 2.453 -2.513 -4.470
N 2.886 -0.164 -2.637
C 4.223 -0.565 -2.020
C 1.912 0.052 -1.576
N 3.644 1.231 -4.759
C 3.677 1.518 -6.130
C 3.851 2.392 -3.918
H 4.473 -1.788 -6.573
H 5.026 -2.403 -5.050
H 5.104 -0.607 -5.351
H 2.941 -3.057 -3.639
H 2.248 -3.188 -5.292
H 1.413 -2.174 -4.239
H 4.674 0.277 -1.453
H 3.997 -1.394 -1.352
H 4.922 -0.809 -2.765
H 2.284 0.862 -0.769
H 0.995 0.442 -1.990
H 1.730 -0.874 -1.062
H 2.911 2.238 -6.386
H 4.687 2.001 -6.315
H 3.490 0.601 -6.686
H 3.247 3.237 -4.171
H 4.896 2.878 -4.024
H 3.654 2.177 -2.860
O -2.060 -4.141 0.697
C -1.255 -3.941 -0.185
O -1.189 -4.652 -1.298
C 0.035 -4.281 -2.018
C 0.878 -3.292 -1.113
C -0.195 -2.824 -0.109
H -0.343 -3.884 -3.002
H 0.606 -5.180 -2.303
H 1.400 -2.596 -1.718
H 1.583 -3.884 -0.587
H -0.668 -1.885 -0.473
H 0.222 -2.606 0.915
O -1.172 3.621 -1.659
C -0.957 3.497 -2.822
O -0.179 2.520 -3.320
C 0.061 2.724 -4.755
C -0.981 3.746 -5.245
C -1.355 4.493 -3.943
H -0.135 1.714 -5.184
H 1.095 3.068 -5.012
H -1.732 3.196 -5.686
H -0.453 4.460 -5.916
H -2.397 4.845 -3.943
H -0.772 5.425 -3.789
O -1.320 0.012 5.528
C -2.030 0.976 5.655
O -2.681 1.441 4.601
C -3.802 2.262 5.008
C -3.458 2.694 6.428
C -2.380 1.715 6.905
H -4.741 1.632 5.026
H -3.994 3.150 4.362
H -4.304 2.844 7.067
H -2.846 3.619 6.282
H -2.842 1.010 7.600
H -1.468 2.184 7.345
O -1.810 0.257 -1.126
C -2.154 -0.388 -2.099
O -2.858 -1.492 -1.864
C -3.004 -2.312 -3.023
C -2.157 -1.704 -4.122
C -1.869 -0.296 -3.596
H -4.023 -2.310 -3.283
H -2.638 -3.273 -2.758
H -2.746 -1.744 -5.041
H -1.229 -2.287 -4.340
H -2.552 0.461 -4.092
H -0.885 0.064 -3.824
O -5.285 -0.070 2.740
C -5.307 -0.848 1.851
O -6.418 -0.865 1.046
C -6.328 -1.900 0.086
C -5.308 -2.932 0.748
C -4.379 -1.911 1.359
H -5.870 -1.610 -0.877
H -7.366 -2.246 -0.099
H -4.835 -3.531 0.009
H -5.811 -3.556 1.546
H -3.848 -1.328 0.574
H -3.717 -2.258 2.160
O 0.321 3.075 3.020
C 1.003 3.931 2.436
O 1.499 4.973 3.071
C 1.852 5.914 2.058
C 2.389 5.105 0.906
C 1.396 3.974 0.973
H 2.598 6.586 2.428
H 0.891 6.424 1.790
H 3.466 4.786 1.024
H 2.349 5.675 0.013
H 1.752 2.988 0.649
H 0.517 4.117 0.349
O -2.932 2.824 1.223
C -4.134 2.931 1.041
O -4.926 3.526 1.958
C -6.304 3.199 1.721
C -6.403 2.404 0.427
C -4.968 2.419 -0.093
H -6.918 4.065 1.733
H -6.617 2.689 2.652
H -7.193 2.892 -0.205
H -6.752 1.429 0.629
H -4.875 3.084 -0.871
H -4.539 1.473 -0.370
*
```

Properties
E_HOMO	-10.44	eV
LUMO	-1.574	eV

---

5.
Molecular formula: C4H7P3
Method: DFT, the ωB97M-V functional and the def2-TZVPD basis

```
! wB97M-V def2-TZVPD RIJCOSX def2/J DEFGRID3
* xyz 0 3
C -2.624 0.640 0.909
C 3.437 -1.128 0.718
C -1.232 -0.475 -1.175
C 1.536 0.329 -0.661
P -2.872 -0.390 -0.379
P 3.222 0.376 -0.023
P 0.298 -0.685 0.054
H -3.546 1.031 1.479
H -1.626 1.076 0.944
H 4.361 -1.509 1.134
H 2.545 -1.909 0.631
H -0.993 0.530 -1.763
H -1.140 -1.290 -2.014
H 1.514 0.789 -1.589
*
```

Properties
E_HOMO (alpha / beta)	-6.92 / -9.27	eV
LUMO (alpha / beta)	0.169 / -2.710	eV
relative energy (zero: lowest compared OMol25 entry of this formula, charge and spin)	4.2	kJ/mol

---

Computed E_tot (eV) in order:
-283288.7546; -24255.2746; -9497.6102; -103571.1273; -32121.5573